Formula: C6H9N3
Source: OMol25
Level of theory: wB97M-V/def2-TZVPD

Values from the calculation:
- E_HOMO (eV) = -7.5
- HOMO-LUMO gap (eV) = 8.100
- SMILES = C=Cc1nnn(C)c1C
- energy above the lowest of the compared OMol25 structures with the same formula, charge and spin (kcal/mol) = 92.70

Structure (ORCA input):
```
! wB97M-V def2-TZVPD RIJCOSX def2/J DEFGRID3
* xyz 0 1
C -1.802 2.194 2.645
C -0.900 1.479 1.918
C -1.016 0.930 0.634
N -1.878 1.146 -0.380
N -1.660 0.462 -1.432
N -0.534 -0.285 -1.371
C -0.350 -1.047 -2.523
C 0.127 -0.201 -0.246
C 1.394 -0.814 0.120
H -1.599 2.775 3.511
H -2.790 2.270 2.271
H -0.031 0.953 2.430
H 0.573 -0.886 -3.065
H -0.312 -2.081 -2.453
H -1.104 -0.930 -3.178
H 1.824 -1.477 -0.642
H 2.074 -0.111 0.332
H 1.223 -1.341 1.091
*
```

***

Formula: C6H9N3
Source: OMol25
Level of theory: wB97M-V/def2-TZVPD

Values from the calculation:
- E_HOMO (spin up / spin down) (eV) = -16.7 / -19.6
- ⟨S²⟩ = 2.0311
- HOMO-LUMO gap (spin up / spin down) (eV) = 6.441 / 6.183
- energy above the lowest of the compared OMol25 structures with the same formula, charge and spin (kcal/mol) = 0.00

Structure (ORCA input):
```
! wB97M-V def2-TZVPD RIJCOSX def2/J DEFGRID3
* xyz 2 3
C 0.860 -2.038 -0.522
C 1.063 -1.050 -1.555
C 0.336 -1.850 0.688
C 0.431 0.106 -1.699
C -0.392 0.537 0.638
C -0.352 1.860 1.413
N -1.718 1.089 -1.357
N -0.048 -0.548 1.163
N -0.745 0.700 -0.729
H 1.236 -3.010 -0.810
H 1.727 -1.371 -2.339
H 0.191 -2.562 1.498
H 0.591 0.795 -2.653
H -0.679 2.705 0.773
H 0.723 1.899 1.921
H -1.038 1.724 2.294
H -2.454 1.539 -0.821
H 0.269 -0.523 2.098
*
```

***

Formula: C6H9N3O
Source: OMol25
Level of theory: wB97M-V/def2-TZVPD

Values from the calculation:
- E_HOMO (eV) = -9.8
- HOMO-LUMO gap (eV) = 10.226
- SMILES = c1cnccn1.CC(N)=O
- energy above the lowest of the compared OMol25 structures with the same formula, charge and spin (kcal/mol) = 2.39

Structure (ORCA input):
```
! wB97M-V def2-TZVPD RIJCOSX def2/J DEFGRID3
* xyz 0 1
C 3.274 0.176 -0.064
C 4.074 1.316 -0.125
N 3.558 2.552 -0.170
C 2.219 2.616 -0.152
C 1.419 1.475 -0.092
N 1.935 0.239 -0.047
H 3.724 -0.825 -0.029
H 5.169 1.234 -0.138
H 1.768 3.616 -0.188
H 0.324 1.557 -0.079
C -4.136 -1.750 0.150
C -2.849 -0.957 0.090
N -1.711 -1.714 0.103
O -2.814 0.264 0.034
H -4.991 -1.053 0.134
H -4.188 -2.348 1.075
H -4.221 -2.430 -0.715
H -1.743 -2.736 0.150
H -0.810 -1.232 0.064
*
```

***

Formula: C6H9N3O2
Source: OMol25
Level of theory: wB97M-V/def2-TZVPD

Values from the calculation:
- E_HOMO (eV) = -8.7
- HOMO-LUMO gap (eV) = 9.366
- SMILES = N[C@@H](Cc1c[nH]cn1)C(=O)O
- energy above the lowest of the compared OMol25 structures with the same formula, charge and spin (kcal/mol) = 29.09

Structure (ORCA input):
```
! wB97M-V def2-TZVPD RIJCOSX def2/J DEFGRID3
* xyz 0 1
N 0.256 2.495 -1.084
C -0.720 1.682 -0.412
C -0.723 0.315 -1.114
C 0.129 -0.883 -0.664
C -0.391 -1.880 0.162
N 0.679 -2.657 0.507
C 1.812 -2.118 0.038
N 1.490 -1.070 -0.714
C -0.315 1.417 1.004
O 0.773 1.711 1.511
O -1.286 0.643 1.642
H 1.111 2.301 -0.570
H 0.138 3.513 -0.828
H -1.768 2.049 -0.434
H -0.579 0.391 -2.175
H -1.760 -0.078 -1.033
H -1.295 -2.216 0.683
H 0.571 -3.614 0.807
H 2.814 -2.447 0.145
H -0.937 0.446 2.529
*
```

***

Formula: C6H9N3OS
Source: OMol25
Level of theory: wB97M-V/def2-TZVPD

Values from the calculation:
- E_HOMO (spin up / spin down) (eV) = -7.6 / -7.6
- HOMO-LUMO gap (spin up / spin down) (eV) = 6.482 / 6.348
- energy above the lowest of the compared OMol25 structures with the same formula, charge and spin (kcal/mol) = 113.54

Structure (ORCA input):
```
! wB97M-V def2-TZVPD RIJCOSX def2/J DEFGRID3
* xyz 0 1
C 1.215 1.416 0.090
C 0.977 2.636 0.730
C -1.776 2.644 0.923
C 1.325 -0.867 -1.661
C -0.440 -2.146 0.949
C -0.573 -1.620 -0.464
N -2.650 2.017 0.352
N 0.210 0.628 -0.117
N 0.452 -0.614 -0.742
O 1.417 -1.910 -2.245
S -0.363 3.062 1.694
H 2.126 1.087 -0.297
H 1.783 3.308 0.448
H 1.975 -0.089 -1.950
H -0.395 -1.331 1.533
H -1.292 -2.882 1.287
H 0.414 -2.708 1.188
H -0.338 -2.599 -0.967
H -1.459 -1.116 -0.702
H -2.609 1.086 -0.050
*
```

***

Formula: C6H9N4
Source: OMol25
Level of theory: wB97M-V/def2-TZVPD

Values from the calculation:
- E_HOMO (eV) = -12.1
- HOMO-LUMO gap (eV) = 8.317
- energy above the lowest of the compared OMol25 structures with the same formula, charge and spin (kcal/mol) = 114.82

Structure (ORCA input):
```
! wB97M-V def2-TZVPD RIJCOSX def2/J DEFGRID3
* xyz 1 1
C -2.496 -0.449 0.056
C -1.367 -1.091 -0.025
C -0.305 0.869 -0.097
C 1.596 -0.407 0.106
C -0.337 -2.104 -0.141
C 1.834 2.003 -0.029
N -1.313 1.598 -0.002
N -2.475 0.974 0.072
N 1.038 -1.602 0.115
N 1.036 0.785 -0.007
H -3.495 -0.844 0.128
H 2.672 -0.390 0.237
H -0.501 -2.917 0.578
H -0.340 -2.536 -1.152
H 2.772 1.853 0.502
H 1.268 2.801 0.449
H 2.041 2.295 -1.060
H -3.315 1.530 0.023
H 1.686 -2.369 0.248
*
```

***

Formula: C6H9N5O
Source: OMol25
Level of theory: wB97M-V/def2-TZVPD

Values from the calculation:
- E_HOMO (eV) = -7.9
- HOMO-LUMO gap (eV) = 8.342
- energy above the lowest of the compared OMol25 structures with the same formula, charge and spin (kcal/mol) = 119.24

Structure (ORCA input):
```
! wB97M-V def2-TZVPD RIJCOSX def2/J DEFGRID3
* xyz 0 1
C -1.388 -0.227 0.898
C -0.037 -0.788 -0.878
C 0.009 1.425 -0.041
C -0.504 -2.892 0.165
C -2.067 2.017 0.966
C 2.117 0.781 -1.095
N -1.197 -1.218 1.596
N -0.814 -2.392 1.473
N 0.493 -1.918 -0.383
N -1.186 0.984 0.561
N 0.724 0.429 -0.687
O 0.410 2.596 0.055
H -0.319 -3.994 0.211
H -1.440 -2.604 -0.457
H -1.553 2.783 1.492
H -2.708 2.519 0.302
H -2.744 1.447 1.673
H 1.984 1.690 -1.702
H 2.810 0.946 -0.307
H 2.395 -0.021 -1.850
H 1.419 -2.085 -0.085
*
```

***

Formula: C6H9NO
Source: OMol25
Level of theory: wB97M-V/def2-TZVPD

Values from the calculation:
- E_HOMO (eV) = -9.8
- HOMO-LUMO gap (eV) = 10.129
- SMILES = CC(=O)[C@@H](C)CC#N
- energy above the lowest of the compared OMol25 structures with the same formula, charge and spin (kcal/mol) = 31.32

Structure (ORCA input):
```
! wB97M-V def2-TZVPD RIJCOSX def2/J DEFGRID3
* xyz 0 1
C -1.229 1.332 -1.113
C -0.513 0.908 0.147
O -0.615 1.496 1.207
C 0.747 -0.095 -0.108
C 1.763 0.053 1.016
C 0.106 -1.436 -0.196
C -1.425 -1.368 0.423
N -2.446 -1.710 0.851
H -1.227 0.532 -1.854
H -2.263 1.576 -0.863
H -0.716 2.204 -1.525
H 1.195 0.208 -1.059
H 1.406 -0.405 1.942
H 2.706 -0.430 0.742
H 1.968 1.106 1.229
H 0.605 -2.213 0.387
H -0.065 -1.757 -1.225
*
```

***

Formula: C6H9NO
Source: OMol25
Level of theory: wB97M-V/def2-TZVPD

Values from the calculation:
- E_HOMO (eV) = -8.3
- HOMO-LUMO gap (eV) = 9.111
- SMILES = Nc1ccccc1.O
- energy above the lowest of the compared OMol25 structures with the same formula, charge and spin (kcal/mol) = 26.96

Structure (ORCA input):
```
! wB97M-V def2-TZVPD RIJCOSX def2/J DEFGRID3
* xyz 0 1
N 1.344 -1.329 1.317
C 0.497 -0.409 0.703
C 0.659 1.038 1.093
C -0.353 1.885 0.588
C -1.365 1.452 -0.205
C -1.538 0.108 -0.527
C -0.552 -0.848 -0.142
H 1.042 -2.293 1.152
H 1.459 -1.257 2.354
H 1.414 1.323 1.764
H -0.323 2.847 0.870
H -2.110 2.161 -0.679
H -2.529 -0.254 -0.967
H -0.809 -1.884 -0.509
O 1.048 -0.819 -2.632
H 1.518 -1.435 -2.074
H 0.598 -0.285 -2.105
*
```

***

Formula: C6H9NO
Source: OMol25
Level of theory: wB97M-V/def2-TZVPD

Values from the calculation:
- E_HOMO (eV) = -8.4
- HOMO-LUMO gap (eV) = 7.908
- energy above the lowest of the compared OMol25 structures with the same formula, charge and spin (kcal/mol) = 127.33

Structure (ORCA input):
```
! wB97M-V def2-TZVPD RIJCOSX def2/J DEFGRID3
* xyz 0 1
C 2.109 0.152 0.744
C -2.776 -0.124 0.219
C 1.268 0.020 -0.500
C -1.343 -0.370 -0.030
C -0.294 0.865 -0.319
C -0.389 -1.190 -0.031
N 1.683 -0.210 -1.678
O -0.252 1.740 0.564
H 2.697 -0.353 -1.705
H -0.435 1.048 -1.389
H 0.202 -2.073 0.103
H 2.271 1.210 0.951
H 3.072 -0.346 0.615
H 1.599 -0.257 1.618
H -3.271 0.169 -0.710
H -3.280 -0.996 0.633
H -2.859 0.715 0.915
*
```

***

Formula: C6H9NO
Source: OMol25
Level of theory: wB97M-V/def2-TZVPD

Values from the calculation:
- E_HOMO (spin up / spin down) (eV) = -7.7 / -7.7
- HOMO-LUMO gap (spin up / spin down) (eV) = 7.495 / 7.494
- energy above the lowest of the compared OMol25 structures with the same formula, charge and spin (kcal/mol) = 129.44

Structure (ORCA input):
```
! wB97M-V def2-TZVPD RIJCOSX def2/J DEFGRID3
* xyz 0 1
C 1.661 -0.998 -0.654
C -2.058 -0.442 -0.980
C 0.755 -0.845 0.543
C -1.402 0.511 -0.113
C -1.059 1.401 0.690
C 0.648 0.671 1.143
N 1.640 1.435 0.756
O 0.430 -1.792 1.223
H 1.333 2.377 0.511
H -1.333 2.365 1.075
H 0.375 0.489 2.187
H 1.469 -1.952 -1.143
H 2.695 -1.027 -0.310
H 1.569 -0.142 -1.320
H -2.145 -1.408 -0.478
H -1.508 -0.549 -1.917
H -3.070 -0.094 -1.215
*
```

***

Formula: C6H9NO
Source: OMol25
Level of theory: wB97M-V/def2-TZVPD

Values from the calculation:
- E_HOMO (eV) = -9.3
- HOMO-LUMO gap (eV) = 10.341
- SMILES = C=C[C@@H]1CN1C(C)=O
- energy above the lowest of the compared OMol25 structures with the same formula, charge and spin (kcal/mol) = 58.77

Structure (ORCA input):
```
! wB97M-V def2-TZVPD RIJCOSX def2/J DEFGRID3
* xyz 0 1
C 1.488 -0.313 2.363
C 0.647 0.659 2.041
C -0.266 0.842 0.841
C -1.364 -0.121 0.647
N -0.128 -0.202 -0.277
C -0.205 0.242 -1.594
C 0.024 -0.708 -2.761
O -0.561 1.400 -1.738
H 1.998 -0.216 3.248
H 1.594 -1.271 1.802
H 0.669 1.604 2.642
H -0.376 1.861 0.476
H -1.410 -0.934 1.424
H -2.288 0.173 0.090
H 0.660 -1.656 -2.514
H -0.872 -1.187 -3.060
H 0.391 -0.173 -3.631
*
```